*w*
DFT (ωB97M-V/def2-TZVPD) results for 4 unconnected molecules or ions with the total composition CH8O5.

Summary:
**Highest occupied orbital energy**: -10.82 eV
**Frontier orbital gap**: 0.40407 Eh
**SMILES string**: O=CO.O.O.O
**LUMO energy**: 0.2 eV

The geometry in ORCA input format:
```
! RIJCOSX wB97M-V def2-TZVPD def2/J DEFGRID3
* xyz 0 1
O 1.243 -1.360 0.321
O 1.116 0.669 1.222
O -0.192 3.323 -0.899
O 0.036 -3.440 -1.166
O -1.593 0.485 0.315
C 1.657 -0.536 1.097
H 0.253 0.627 0.760
H -0.787 -3.154 -1.567
H 2.479 -0.727 1.790
H 0.197 3.764 -1.638
H -2.153 0.991 0.896
H -1.836 -0.405 0.550
H 0.270 -2.797 -0.490
H -0.689 2.560 -1.190
*
```



*x*
DFT (ωB97M-V/def2-TZVPD) results for 4 unconnected molecules or ions with the total composition CH8O5.

Summary:
**Highest occupied orbital energy**: -11.18 eV
**Frontier orbital gap**: 0.43377 Eh
**SMILES string**: O=CO.O.O.O
**LUMO energy**: 0.6 eV

The geometry in ORCA input format:
```
! RIJCOSX wB97M-V def2-TZVPD def2/J DEFGRID3
* xyz 0 1
O 1.916 1.125 -1.843
O -0.248 -1.102 -0.113
O 0.439 -0.308 2.459
O -3.305 -1.258 -1.565
O 1.169 1.368 1.122
C 1.091 0.818 2.195
H 2.819 0.965 -2.140
H -0.595 -1.457 -0.964
H 1.949 1.199 -0.890
H 1.506 1.269 3.103
H 0.145 -0.661 1.574
H -3.734 -1.248 -0.689
H -3.450 -0.371 -1.902
H 0.298 -0.338 -0.346
*
```



Of them, *w* has the lowest stability.



*w*
DFT (ωB97M-V/def2-TZVPD) results for a single C4H9N3O molecule.

Summary:
**Highest occupied orbital energy**: -7.93 eV
**Frontier orbital gap**: 0.32242 Eh
**SMILES string**: C=C(N)N(C)C(N)=O
**LUMO energy**: 0.8 eV

The geometry in ORCA input format:
```
! RIJCOSX wB97M-V def2-TZVPD def2/J DEFGRID3
* xyz 0 1
O 2.145 1.632 0.002
N 2.178 -0.572 0.257
N -1.967 -0.731 0.302
N 0.104 0.506 0.042
C 1.498 0.589 0.061
C -0.591 1.765 0.296
C -0.673 -0.639 -0.172
C -0.213 -1.670 -0.903
H 3.162 -0.429 0.442
H 0.078 2.630 0.263
H 1.722 -1.251 0.851
H -1.366 1.917 -0.462
H 0.754 -1.660 -1.394
H -2.442 0.159 0.382
H -1.041 1.728 1.294
H -2.535 -1.419 -0.184
H -0.813 -2.556 -1.079
*
```



*x*
DFT (ωB97M-V/def2-TZVPD) results for a single C4H9N3O molecule.

Summary:
**Highest occupied orbital energy**: -9.38 eV
**Frontier orbital gap**: 0.37918 Eh
**SMILES string**: CC1(C)NN1C(N)=O
**LUMO energy**: 0.9 eV

The geometry in ORCA input format:
```
! RIJCOSX wB97M-V def2-TZVPD def2/J DEFGRID3
* xyz 0 1
O 0.139 2.232 1.108
N -0.381 0.693 -1.333
N 0.720 0.443 -0.408
N 2.274 1.304 0.778
C -1.438 -0.379 0.744
C -0.255 -1.773 -1.025
C 0.959 1.475 0.645
C -0.457 -0.411 -0.404
H -0.933 1.484 -0.981
H 0.421 -1.699 -1.874
H -1.121 -1.071 1.524
H 0.157 -2.459 -0.285
H -1.525 0.616 1.177
H -2.424 -0.691 0.396
H 2.288 0.504 -0.097
H 2.783 1.907 1.406
H -1.207 -2.174 -1.372
*
```



*y*
DFT (ωB97M-V/def2-TZVPD) results for a single C4H9N3O molecule.

Summary:
**Highest occupied orbital energy**: -9.57 eV
**Frontier orbital gap**: 0.38583 Eh
**SMILES string**: [H]/N=C\C(=N/[H])N(C)OC
**LUMO energy**: 0.9 eV

The geometry in ORCA input format:
```
! RIJCOSX wB97M-V def2-TZVPD def2/J DEFGRID3
* xyz 0 1
O -0.951 0.153 -0.834
N 1.272 -0.683 1.827
N -0.327 0.483 0.498
N 1.747 -1.764 -0.999
C 0.638 -1.573 -0.364
C -1.317 0.892 1.472
C 0.548 -0.539 0.773
C -0.360 1.018 -1.802
H -2.225 0.282 1.405
H 0.542 0.578 -2.237
H -0.188 -2.296 -0.391
H 1.896 -1.489 1.699
H -1.072 1.183 -2.614
H 2.388 -0.978 -0.835
H -0.923 0.804 2.490
H -1.586 1.937 1.301
H -0.081 1.993 -1.389
*
```



*z*
DFT (ωB97M-V/def2-TZVPD) results for a single C4H9N3O molecule.

Summary:
**Highest occupied orbital energy**: -6.95 eV
**Frontier orbital gap**: 0.27968 Eh
**SMILES string**: CO/C(N)=C/C=N\N
**LUMO energy**: 0.7 eV

The geometry in ORCA input format:
```
! RIJCOSX wB97M-V def2-TZVPD def2/J DEFGRID3
* xyz 0 1
O 1.619 -0.884 -0.578
N -2.985 0.292 -0.218
N 1.391 1.347 0.205
N -3.181 -0.888 0.139
C 2.802 -0.692 0.089
C -1.718 0.824 -0.270
C -0.564 -0.009 -0.499
C 0.778 0.163 -0.348
H 1.725 1.956 -0.594
H -4.351 -0.981 0.172
H 2.462 -1.021 1.172
H 3.258 0.370 0.314
H -0.919 -1.013 -0.575
H 0.497 1.732 0.686
H -2.667 -1.684 0.821
H 3.644 -1.418 -0.104
H -1.791 1.906 -0.410
*
```



Of them, *z* has the lowest stability.



*w*
DFT (ωB97M-V/def2-TZVPD) results for 2 unconnected molecules or ions with the total composition C4H9N3O.

Summary:
**Highest occupied orbital energy**: -9.32 eV
**Frontier orbital gap**: 0.36837 Eh
**SMILES string**: NC(N)=O.C=CN=C
**LUMO energy**: 0.7 eV

The geometry in ORCA input format:
```
! RIJCOSX wB97M-V def2-TZVPD def2/J DEFGRID3
* xyz 0 1
O 0.803 0.058 -2.051
N -0.543 -0.601 1.457
N 2.131 0.326 -0.219
N 1.533 2.158 -1.502
C 1.418 0.784 -1.301
C -1.042 0.500 1.102
C -2.183 -2.166 0.638
C -0.929 -1.758 0.755
H -2.407 -3.089 0.130
H 1.432 2.732 -0.680
H -1.658 0.595 0.201
H 0.963 2.470 -2.274
H 1.722 -0.429 0.304
H -0.833 1.383 1.698
H -0.109 -2.348 0.365
H 2.691 0.988 0.290
H -2.991 -1.602 1.087
*
```



*x*
DFT (ωB97M-V/def2-TZVPD) results for a single C4H9N3O molecule.

Summary:
**Highest occupied orbital energy**: -6.10 eV
**Frontier orbital gap**: 0.25077 Eh
**LUMO energy**: 0.7 eV

The geometry in ORCA input format:
```
! RIJCOSX wB97M-V def2-TZVPD def2/J DEFGRID3
* xyz 0 1
O -1.584 1.476 -0.564
N 1.325 0.279 -1.557
N 0.613 -0.982 0.485
N -0.453 -1.215 -1.721
C -0.289 0.348 1.230
C 0.219 -0.274 -0.859
C -0.599 0.671 -0.045
C -0.257 0.689 2.537
H -2.133 1.780 0.173
H 1.955 -0.383 -1.991
H -1.420 -1.329 -1.439
H -0.259 -0.051 3.326
H 1.592 -0.962 0.777
H 0.223 -1.914 0.590
H -0.435 -0.906 -2.686
H 1.782 1.041 -1.078
H -0.280 1.733 2.821
*
```



Of them, *x* has the lowest stability.



*w*
DFT (ωB97M-V/def2-TZVPD) results for a molecular structure, C40H53N10O5P.

Summary:
**Highest occupied orbital energy**: -3.02 eV
**Frontier orbital gap**: 0.27504 Eh
**LUMO energy**: 4.5 eV

The geometry in ORCA input format:
```
! RIJCOSX wB97M-V def2-TZVPD def2/J DEFGRID3
* xyz -2 1
P -0.006 -0.258 -0.119
O 0.304 -0.997 -1.358
O -1.527 0.073 -0.584
O -0.265 -1.278 0.928
O -1.971 -1.997 -1.724
O 0.784 0.963 0.220
N 0.336 3.473 0.778
N 0.657 -1.101 -3.824
N 2.620 1.318 2.104
N 0.767 -2.358 2.958
N -1.558 -3.317 0.679
N -3.691 1.091 0.089
N 2.575 -2.167 -1.345
N -1.714 -0.267 3.066
N -1.605 1.602 -2.495
N 2.303 1.822 -1.710
C -5.811 1.477 0.904
C -2.910 -3.157 0.781
C -1.961 3.527 -3.665
C 4.213 0.431 3.467
C 0.620 -1.942 -5.789
C -2.969 1.003 4.345
C -1.560 2.987 -2.431
C -2.072 1.094 3.369
C -1.910 1.154 -3.782
C -0.794 4.054 1.257
C 3.443 1.298 -2.225
C -2.454 -1.191 3.894
C 1.656 -2.548 4.967
C 2.947 3.290 -3.261
C 1.457 4.176 0.967
C -1.998 2.333 -4.525
C 3.556 0.219 2.255
C 0.619 -2.299 -4.484
C -1.019 -4.496 0.338
C 2.933 -2.993 -0.257
C -4.380 1.635 -0.887
C 0.991 0.013 -4.518
C 3.910 2.128 -3.319
C -4.579 0.981 1.189
C -2.134 -5.311 0.164
C 0.636 -3.655 3.307
C -5.746 1.979 -0.559
C 0.826 -0.407 -5.874
C -0.271 5.308 1.743
C 1.370 -1.604 4.019
C 3.655 1.805 4.058
C 2.059 3.109 -2.197
C 1.159 -3.860 4.518
C 2.612 2.165 3.221
C 3.393 -2.228 -2.312
C -3.373 -4.371 0.441
C 1.203 5.383 1.459
C 4.470 -3.006 -1.972
C -3.071 -0.482 4.839
C 4.175 -3.539 -0.607
H -3.750 -0.660 5.646
H 2.036 6.218 1.551
H 3.205 -1.717 -3.225
H -3.271 1.767 4.990
H -1.897 -6.366 -0.029
H 1.666 -0.599 3.770
H 1.973 -2.212 5.790
H 1.721 1.578 -0.868
H -1.752 3.457 1.112
H 1.433 -4.608 5.022
H -1.143 -0.454 2.296
H -1.263 3.377 -1.634
H -1.457 0.877 -1.582
H -6.646 1.310 1.570
H -2.056 -1.172 -1.143
H 1.234 0.204 -6.682
H 0.047 -4.875 0.298
H 4.838 -0.172 3.857
H -0.968 5.955 2.295
H 4.099 2.399 4.999
H 0.645 -1.064 -2.591
H -2.030 1.954 -5.581
H -4.230 0.512 2.113
H 1.801 -1.485 -1.298
H -3.861 1.918 -1.842
H -0.963 -2.371 0.754
H 1.930 1.440 1.435
H -1.953 0.045 -4.005
H 0.495 2.362 0.530
H -1.815 2.015 2.970
H 4.687 1.950 -3.650
H 2.347 3.882 0.611
H -2.719 0.789 -0.196
H -6.419 2.500 -1.054
H -1.037 -1.809 -1.892
H 0.167 -4.288 2.663
H 2.320 -3.161 0.672
H -1.873 -2.659 -1.039
H 0.251 -2.511 -6.586
H -2.056 4.593 -3.990
H 0.411 -1.750 2.069
H -3.444 -2.392 1.298
H 3.801 0.422 -1.750
H 1.073 3.712 -1.841
H 0.545 -3.293 -4.162
H 2.025 3.040 3.295
H 5.141 -3.108 -2.730
H 4.751 -4.151 -0.065
H -4.321 -4.767 0.399
H 3.070 4.147 -3.854
H -2.289 -2.288 3.501
H 1.051 0.945 -4.032
H 3.549 -0.498 1.314
*
```



*x*
DFT (ωB97M-V/def2-TZVPD) results for a molecular structure, C40H53N10O5P.

Summary:
**Highest occupied orbital energy**: -3.25 eV
**Frontier orbital gap**: 0.28149 Eh
**LUMO energy**: 4.4 eV

The geometry in ORCA input format:
```
! RIJCOSX wB97M-V def2-TZVPD def2/J DEFGRID3
* xyz -2 1
P -0.161 0.133 -0.024
O -0.305 -1.146 0.647
O 0.345 0.108 -1.343
O -0.976 1.990 2.451
O 0.663 1.081 0.920
O -1.463 0.746 0.206
N 0.403 -2.215 -2.428
N 2.631 0.303 -2.329
N -1.332 -3.750 0.981
N -2.638 2.872 0.353
N -3.433 0.024 -1.193
N -1.231 -0.915 3.019
N 2.488 1.082 2.628
N 1.486 3.324 0.462
N -0.303 1.689 -3.196
N 1.757 -2.673 1.237
C 1.163 4.568 1.163
C -1.713 -1.418 5.063
C 3.862 0.482 -1.666
C -1.050 -5.984 1.109
C 2.910 -4.108 2.384
C 2.876 -2.827 0.478
C -2.319 -4.070 1.828
C 1.515 -3.019 -2.888
C -2.205 -5.415 1.965
C -0.630 -4.070 -2.904
C -0.649 -1.372 4.165
C 1.965 5.582 0.575
C -1.022 2.008 -5.379
C -4.185 4.404 0.357
C 2.884 -0.033 3.221
C -0.562 -4.839 0.548
C 2.417 3.497 -0.544
C -0.069 3.076 -4.947
C 0.342 2.845 -3.642
C 4.846 0.639 -2.545
C -2.861 5.083 -0.070
C -3.970 -1.260 -1.057
C 3.957 0.286 4.108
C -1.918 4.062 0.045
C 4.115 0.529 -4.019
C -1.259 1.302 -4.189
C -2.566 -0.530 3.161
C 2.791 0.585 -3.686
C 2.729 4.879 -0.593
C 0.873 -4.237 -2.950
C 3.691 -3.710 1.176
C -2.810 -0.672 4.457
C -4.088 0.787 -2.060
C 3.825 1.822 4.323
C -0.789 -2.821 -2.537
C 3.009 2.226 3.325
C -5.114 0.023 -2.624
C -4.994 -1.337 -1.940
C 1.724 -3.591 2.292
C -3.984 3.119 0.576
H -4.677 2.158 0.697
H 1.602 0.348 -1.863
H 2.725 3.338 2.988
H -3.283 -0.168 2.363
H 5.819 0.976 -2.352
H -2.608 6.270 -0.337
H 4.531 -0.517 4.557
H -1.115 1.190 2.810
H 2.712 2.726 -1.055
H -5.694 -2.123 -2.034
H 4.467 2.418 4.819
H 0.426 -4.686 -0.105
H -3.018 -3.137 2.510
H 0.894 -1.987 0.909
H -1.263 -4.855 -2.810
H -3.659 -0.459 5.043
H -5.775 0.335 -3.353
H -3.465 -1.939 -0.431
H 2.437 -2.745 -2.775
H -1.999 0.379 -3.965
H 4.676 0.548 -4.834
H 1.900 6.505 1.027
H 0.445 -1.085 -2.014
H -4.933 5.054 0.396
H -1.540 2.044 1.632
H 2.737 -2.135 -0.492
H 0.429 3.751 -5.443
H 3.408 5.468 -1.368
H 1.744 1.067 1.709
H 1.277 -5.152 -3.385
H -2.770 -6.052 2.638
H -1.822 -1.797 6.104
H 0.242 -1.804 4.143
H 4.678 -3.895 0.882
H 0.840 -3.678 2.865
H -0.941 -1.084 2.118
H 3.322 -4.870 2.978
H -0.776 -7.100 1.019
H -3.685 1.801 -2.170
H -0.925 4.037 -0.251
H -0.031 1.034 -2.422
H 2.561 -1.048 2.642
H -1.070 -2.723 0.794
H -1.731 -2.539 -2.060
H 1.220 2.268 0.643
H 3.905 0.579 -0.709
H 0.991 3.402 -3.142
H 1.875 0.564 -4.457
H 0.450 4.523 1.877
H -1.323 1.680 -6.407
H -2.199 1.801 0.275
H -2.473 0.329 -0.505
H -0.202 1.840 1.830
*
```



Of them, *x* has the lowest stability.



*w*
DFT (ωB97M-V/def2-TZVPD) results for a single C17H25NO3 molecule.

Summary:
**Highest occupied orbital energy**: -7.11 eV
**Frontier orbital gap**: 0.29104 Eh
**SMILES string**: CCCCN1c2cc(C)c(O)cc2[C@@H](C(=O)OCC)[C@@H]1C
**LUMO energy**: 0.8 eV

The geometry in ORCA input format:
```
! RIJCOSX wB97M-V def2-TZVPD def2/J DEFGRID3
* xyz 0 1
O 0.232 -2.207 -2.746
O -1.399 -3.615 2.314
O -0.430 -0.102 -2.322
N 0.931 0.985 0.367
C -1.081 -1.275 2.537
C 0.254 -0.073 0.943
C 1.350 3.402 0.604
C -0.836 -2.460 1.837
C 3.225 0.541 -0.369
C 0.342 2.298 0.274
C -2.726 -0.848 -2.593
C 0.692 4.769 0.792
C -0.531 -0.082 2.086
C 1.301 -0.972 -0.977
C -0.050 -2.458 0.688
C -1.504 -0.228 -3.255
C 0.336 -1.180 -2.127
C 0.069 5.313 -0.489
C 1.743 0.489 -0.742
C 0.491 -1.268 0.261
C -1.935 -1.325 3.766
H 1.450 5.474 1.143
H 1.567 1.102 -1.633
H -0.760 4.691 -0.815
H -0.308 6.321 -0.326
H -0.066 2.452 -0.735
H -1.711 0.789 -3.594
H 2.093 3.470 -0.193
H -2.055 -0.336 4.199
H -3.552 -0.874 -3.298
H -0.075 4.697 1.566
H 3.835 0.169 -1.189
H -3.015 -0.267 -1.721
H -1.156 -4.345 1.733
H 3.401 -0.071 0.512
H -1.172 -0.843 -4.098
H 2.144 -1.652 -1.106
H -2.499 -1.863 -2.277
H -1.484 -1.986 4.505
H -0.718 0.827 2.637
H 0.808 5.350 -1.286
H 0.123 -3.372 0.136
H -0.486 2.347 0.984
H 1.868 3.125 1.524
H -2.915 -1.733 3.524
H 3.526 1.560 -0.145
*
```



*x*
DFT (ωB97M-V/def2-TZVPD) results for a single C17H25NO3 molecule.

Summary:
**Highest occupied orbital energy**: -8.31 eV
**Frontier orbital gap**: 0.29579 Eh
**SMILES string**: CC(C)(C)NC[C@@H](O)COc1cccc2c1CCCC2=O
**LUMO energy**: -0.3 eV

The geometry in ORCA input format:
```
! RIJCOSX wB97M-V def2-TZVPD def2/J DEFGRID3
* xyz 0 1
O 0.446 -1.378 -0.429
O -0.225 -0.569 -3.872
O 2.601 -3.249 4.828
N -1.617 1.727 -2.000
C 0.469 -1.937 4.551
C -3.017 3.585 -2.184
C -0.451 -0.344 -2.353
C 1.920 -2.639 2.555
C -0.185 1.103 -1.882
C 1.415 -1.943 0.478
C -0.111 -1.254 2.348
C 3.124 -3.306 0.957
C 2.338 -2.805 0.039
C -0.723 -2.062 3.627
C 0.952 -2.122 1.792
C 0.685 -1.092 -1.604
C -1.544 3.392 -1.798
C -1.146 3.589 -0.427
C -0.774 3.829 -3.029
C 1.527 -2.852 4.148
C 2.899 -3.419 2.271
H -0.963 5.013 -3.154
H -3.314 4.709 -2.130
H 0.635 -2.261 -2.106
H -3.663 3.004 -1.434
H -2.427 1.242 -1.366
H -1.829 3.308 0.185
H -1.596 -1.354 4.083
H -0.036 -0.220 2.426
H -1.121 4.668 -0.391
H 1.706 -0.911 -2.127
H 0.058 -2.102 5.745
H -0.949 -2.913 3.345
H -0.164 3.416 -0.207
H -0.442 -1.333 -4.089
H 3.708 -3.825 2.975
H -1.263 -0.682 -2.041
H -0.871 3.450 -4.121
H 0.823 -0.775 4.691
H 0.572 1.540 -2.481
H -3.466 3.024 -3.123
H 2.633 -2.654 -0.962
H -0.176 0.882 -0.881
H 0.353 3.800 -2.754
H 4.104 -3.923 0.437
H -0.894 -1.359 1.462
*
```



Of them, *x* has the lowest stability.



*w*
DFT (ωB97M-V/def2-TZVPD) results for 4 unconnected molecules or ions with the total composition C2H12N2O3.

Summary:
**Highest occupied orbital energy**: -7.14 eV
**Frontier orbital gap**: 0.28623 Eh
**SMILES string**: N/C=C/N.O.O.O
**LUMO energy**: 0.6 eV

The geometry in ORCA input format:
```
! RIJCOSX wB97M-V def2-TZVPD def2/J DEFGRID3
* xyz 0 1
O -3.437 0.829 1.723
O -3.890 1.981 -1.507
O 3.303 -0.812 -2.703
N 2.841 -0.456 1.697
N -0.613 -0.762 0.309
C 1.585 -0.168 1.127
C 0.742 -1.079 0.650
H 3.147 0.156 2.420
H -1.023 -1.484 -0.263
H -3.386 0.322 0.908
H -3.144 0.231 2.417
H 2.978 -1.438 1.776
H 1.401 0.875 0.885
H -0.702 0.148 -0.124
H 3.199 0.000 -2.198
H -4.191 2.810 -1.907
H 0.906 -2.143 0.605
H 3.796 -0.610 -3.500
H -3.511 1.598 -2.316
*
```



*x*
DFT (ωB97M-V/def2-TZVPD) results for 4 unconnected molecules or ions with the total composition C2H12N2O3.

Summary:
**Highest occupied orbital energy**: -9.53 eV
**Frontier orbital gap**: 0.37866 Eh
**SMILES string**: [H]/N=C/NC.O.O.O
**LUMO energy**: 0.8 eV

The geometry in ORCA input format:
```
! RIJCOSX wB97M-V def2-TZVPD def2/J DEFGRID3
* xyz 0 1
O 1.775 -0.102 -1.466
O -0.900 -0.648 -2.103
O -2.207 1.220 -0.269
N 1.644 1.480 0.873
N 0.553 -0.670 1.373
C -0.717 -1.417 1.321
C 0.747 0.666 1.337
H -0.680 -2.216 2.064
H 2.701 0.156 -1.540
H -0.794 -1.859 0.334
H -0.152 1.145 1.758
H -2.135 2.031 -0.775
H -0.629 -0.816 -3.006
H -1.632 0.616 -0.766
H -1.528 -0.731 1.597
H 1.198 2.388 0.921
H 1.191 -1.119 0.719
H 0.000 -0.541 -1.722
H 1.565 0.415 -0.649
*
```



Of them, *w* has the lowest stability.